This record from the OMol25 dataset describes a structure of composition C4H7O2Tl. The level of theory is the ωB97M-V functional and the def2-TZVPD basis.

Last column: Löwdin charge in e.
Positions of all 14 atoms, in Å:
1 C -0.038 -1.546 -1.051  -0.2437
2 Tl -2.366 0.077 -0.140  0.7874
3 H 1.514 -0.838 0.107  0.1100
4 H 1.125 1.339 -0.090  0.1052
5 H -0.329 1.564 -1.414  0.1712
6 H 0.597 -2.105 0.852  0.1045
7 C 0.262 1.452 0.598  -0.2534
8 O -0.865 -0.843 -1.671  -0.1925
9 C 0.464 -1.167 0.285  -0.1558
10 H -0.099 0.113 2.181  0.0523
11 O -0.864 1.684 -0.453  -0.3944
12 H 0.635 -2.195 -1.649  0.1339
13 C -0.290 0.206 1.100  -0.3396
14 H 0.255 2.260 1.344  0.1149

Computed properties:
- Gap between HOMO and LUMO: 6.9 eV
- Spin multiplicity: 1
- DFT total energy: -479.41876 a.u.
- Relative energy (zero: lowest compared OMol25 entry of this formula, charge and spin): 247.2 kJ/mol



This record from the OMol25 dataset describes a cluster of 2 separate species, C4H7O3 in total. The level of theory is the ωB97M-V functional and the def2-TZVPD basis.

Last column: Löwdin charge in e.
Positions of all 14 atoms, in Å:
1 H 0.203 -1.431 -0.503  0.0439
2 C 2.319 0.511 -0.737  -0.6714
3 H 3.301 0.956 -0.437  0.0715
4 C -2.026 0.508 1.166  -0.1112
5 H -1.538 -1.676 -0.563  0.0439
6 H 1.200 0.512 -0.094  0.1410
7 H -2.179 0.981 2.132  -0.0270
8 C -0.868 -0.224 0.924  -0.7104
9 O 1.395 1.536 -1.013  -0.2583
10 H -2.829 0.504 0.437  -0.0333
11 O 0.061 -0.434 1.763  -0.1832
12 H -0.722 -0.211 -1.276  0.0530
13 O 2.440 -0.616 -1.349  -0.2499
14 C -0.757 -0.917 -0.449  -0.1085

Computed properties:
- Gap between HOMO and LUMO (alpha / beta): 5.1 / 6.2 eV
- Spin multiplicity: 2
- DFT total energy: -382.11777 a.u.
- Charge: -2
- Relative energy (zero: lowest compared OMol25 entry of this formula, charge and spin): 86.2 kJ/mol
- ⟨S²⟩: 0.76



This record from the OMol25 dataset describes the ion C4H7O4P with charge -2. The level of theory is the ωB97M-V functional and the def2-TZVPD basis.

Last column: Löwdin charge in e.
Positions of all 16 atoms, in Å:
1 C -0.216 -0.270 0.041  -0.5143
2 O 2.429 -0.534 -0.917  -0.4621
3 C -0.639 -0.145 -1.392  -0.1411
4 O -0.611 -2.640 0.073  -0.0851
5 H -0.338 0.761 1.918  0.0363
6 H -0.682 -1.039 -2.050  0.0649
7 H -0.136 -1.404 1.737  0.1020
8 C -0.861 0.879 0.984  -0.1067
9 H -1.563 0.244 -1.662  0.0071
10 H -0.512 1.841 0.434  0.0746
11 O 1.527 1.813 -0.397  -0.4683
12 H 0.098 0.654 -1.904  0.1032
13 O 2.056 0.110 1.528  -0.4705
14 H -1.958 0.932 0.884  0.0413
15 C -0.292 -1.572 0.658  -0.2921
16 P 1.698 0.371 0.066  0.1109

Computed properties:
- Gap between HOMO and LUMO: 6.3 eV
- Spin multiplicity: 1
- DFT total energy: -798.96286 a.u.
- Charge: -2
- Relative energy (zero: lowest compared OMol25 entry of this formula, charge and spin): 0.0 kJ/mol
- SMILES string: CC(C)(C=O)P(=O)([O-])[O-]



This record from the OMol25 dataset describes an isolated molecule of C4H7OP. The level of theory is the ωB97M-V functional and the def2-TZVPD basis.

Last column: Löwdin charge in e.
Positions of all 13 atoms, in Å:
1 H 1.077 -2.142 -0.944  0.1044
2 O 1.761 -0.890 0.578  -0.4515
3 C 0.391 1.378 0.419  -0.3763
4 H -1.244 -1.603 -0.708  0.0887
5 H -0.997 -1.221 0.963  0.1357
6 C -0.672 -0.973 -0.093  -0.2232
7 H 0.491 1.439 1.436  0.0225
8 H -1.901 0.736 0.211  0.1190
9 P 1.909 0.588 -0.328  0.9945
10 H -1.009 0.999 -1.187  0.0862
11 C 0.773 -1.278 -0.337  -0.2968
12 C -0.839 0.536 -0.219  -0.2607
13 H 0.261 2.431 0.210  0.0573

Computed properties:
- Gap between HOMO and LUMO: 8.5 eV
- Spin multiplicity: 1
- DFT total energy: -573.11823 a.u.
- Relative energy (zero: lowest compared OMol25 entry of this formula, charge and spin): 202.2 kJ/mol
- SMILES string: C1C[C@@H]2OP2C1



This record from the OMol25 dataset describes a structure of composition C4H7PS. The level of theory is the ωB97M-V functional and the def2-TZVPD basis.

Last column: Löwdin charge in e.
Positions of all 13 atoms, in Å:
1 H 1.739 -1.347 0.536  0.0979
2 H -1.756 -0.692 -0.517  0.0922
3 C 0.123 0.234 0.048  -1.0147
4 H 0.112 -1.593 1.019  0.0487
5 H 0.667 -1.778 -0.769  0.1313
6 H 1.806 0.981 -1.126  0.0829
7 H -1.873 0.883 0.151  0.0028
8 C -1.287 0.308 -0.424  -0.3772
9 S 0.325 1.228 1.601  0.7715
10 C 0.657 -1.142 0.242  -0.1497
11 P -0.654 1.160 -2.069  0.9766
12 H -0.554 0.882 2.457  -0.1922
13 C 0.694 0.877 -1.149  -0.4702

Computed properties:
- Gap between HOMO and LUMO: 9.1 eV
- Spin multiplicity: 1
- DFT total energy: -896.05384 a.u.
- Relative energy (zero: lowest compared OMol25 entry of this formula, charge and spin): 148.2 kJ/mol



This record from the OMol25 dataset describes an isolated molecule of C4H7PS. The level of theory is the ωB97M-V functional and the def2-TZVPD basis.

Last column: Löwdin charge in e.
Positions of all 13 atoms, in Å:
1 C -0.184 -0.369 -1.022  -0.1266
2 C -0.149 0.518 0.241  -1.0756
3 H 0.556 -1.211 -0.977  0.0945
4 H 0.026 0.334 -1.846  0.0556
5 H 0.638 2.477 -0.992  -0.0987
6 S 1.102 1.721 0.054  0.7815
7 P -1.705 0.501 2.192  0.9235
8 C -0.029 -0.131 1.621  -0.4642
9 H -2.180 1.422 -0.392  0.0801
10 C -1.559 0.999 0.463  -0.3588
11 H 0.819 0.325 2.188  0.0597
12 H -1.193 -0.757 -1.261  0.0786
13 H 0.032 -1.182 1.641  0.0504

Computed properties:
- Gap between HOMO and LUMO: 8.7 eV
- Spin multiplicity: 1
- DFT total energy: -896.06349 a.u.
- Relative energy (zero: lowest compared OMol25 entry of this formula, charge and spin): 122.9 kJ/mol
- SMILES string: C[C@@]1(S)C=PC1



This record from the OMol25 dataset describes an isolated molecule of C4H7PS. The level of theory is the ωB97M-V functional and the def2-TZVPD basis.

Last column: Löwdin charge in e.
Positions of all 13 atoms, in Å:
1 C 1.275 -0.365 -0.209  -0.3940
2 C -0.770 0.851 0.500  -0.5224
3 H 1.212 1.706 0.017  0.1088
4 P 0.052 -1.838 -0.071  0.8658
5 H 0.071 1.058 -1.281  0.0482
6 H -0.907 1.551 1.202  0.0459
7 C 0.503 0.973 -0.355  -0.2613
8 H -1.559 -1.076 1.745  0.0694
9 S -2.179 0.202 -0.435  0.7889
10 H -0.538 -1.773 -1.311  -0.1043
11 H 1.982 -0.413 -1.039  0.0639
12 C -1.190 -0.693 0.751  -0.7560
13 H 2.048 -0.183 0.485  0.0471

Computed properties:
- Gap between HOMO and LUMO: 9.4 eV
- Spin multiplicity: 1
- DFT total energy: -896.07544 a.u.
- Relative energy (zero: lowest compared OMol25 entry of this formula, charge and spin): 91.5 kJ/mol
- SMILES string: C1C[C@H]2S[C@H]2P1



This record from the OMol25 dataset describes a cluster of 2 separate species, C4H7S in total. The level of theory is the ωB97M-V functional and the def2-TZVPD basis.

Last column: Löwdin charge in e.
Positions of all 12 atoms, in Å:
1 H -2.649 1.443 -1.157  0.0361
2 C -1.103 0.484 -0.005  -0.2643
3 H 1.349 0.563 0.949  -0.0216
4 H -0.773 -0.534 0.245  -0.0258
5 C -2.134 0.530 -0.857  -0.0305
6 C -0.349 1.661 0.434  -0.2139
7 S 1.149 -1.857 -0.205  -0.1600
8 H 2.380 -2.347 -0.436  -0.4670
9 C 0.870 1.541 0.963  -0.0203
10 H 1.443 2.371 1.368  0.0386
11 H -0.881 2.578 0.166  0.0868
12 H -2.436 -0.364 -1.391  0.0418

Computed properties:
- Gap between HOMO and LUMO: 6.7 eV
- Spin multiplicity: 1
- DFT total energy: -554.77226 a.u.
- Charge: -1
- Relative energy (zero: lowest compared OMol25 entry of this formula, charge and spin): 17.5 kJ/mol



This record from the OMol25 dataset describes a cluster of 2 separate species, C4H8 in total. The level of theory is the ωB97M-V functional and the def2-TZVPD basis.

Last column: Löwdin charge in e.
Positions of all 12 atoms, in Å:
1 C -0.099 0.114 -0.126  -0.4948
2 H 0.093 1.459 -1.932  0.0686
3 C -0.133 0.370 1.305  -0.1020
4 C -0.366 -1.012 -0.808  -0.0147
5 C 0.094 1.365 -0.825  0.1038
6 H 0.469 -2.692 -0.143  0.1885
7 H 0.935 0.308 1.561  0.0943
8 H -0.007 -1.865 -0.471  -0.1986
9 H -0.633 -0.573 1.689  0.1072
10 H -0.506 1.286 1.741  0.0771
11 H 0.296 2.232 -0.099  0.0869
12 H -0.144 -0.992 -1.891  0.0837

Computed properties:
- Gap between HOMO and LUMO: 5.7 eV
- Spin multiplicity: 1
- DFT total energy: -156.91618 a.u.
- Relative energy (zero: lowest compared OMol25 entry of this formula, charge and spin): 703.0 kJ/mol